[1]
{"formula": "C22H21BF13NO9S", "method": "wB97M-V/def2-TZVPD", "species": ["C", "C", "C", "C", "C", "C", "C", "N", "C", "C", "O", "B", "C", "C", "O", "O", "O", "C", "C", "C", "C", "F", "F", "C", "F", "F", "C", "F", "F", "C", "F", "F", "S", "F", "F", "F", "F", "F", "C", "O", "O", "H", "H", "H", "H", "H", "H", "H", "H", "H", "H", "H", "H", "H", "H", "H", "C", "O", "C", "O", "O", "C", "H", "H", "H", "H", "H", "H"], "positions_angstrom": [[-1.93632, -2.47883, 3.36102], [-2.19477, -1.38658, 2.88575], [-2.70749, -0.24129, 2.04020], [-3.25066, -0.63056, 0.63078], [-4.44250, -1.60293, 0.81525], [-5.79341, -1.14545, 0.73936], [-6.80140, -2.09977, 0.96817], [-6.69257, -3.39644, 1.26291], [-5.43371, -3.84597, 1.32212], [-4.34230, -2.98401, 1.11413], [-3.87860, 0.58368, 0.20870], [-3.81180, 0.71016, -1.28636], [-5.35193, 0.93646, -1.92424], [-5.92365, 2.19012, -1.28026], [-5.34072, 3.24971, -1.18724], [-7.23037, 2.15263, -0.77766], [-3.17736, -0.55734, -1.65324], [-2.24836, -0.83686, -0.57570], [-1.75834, -2.24937, -0.97091], [-0.70462, -2.88199, -0.00006], [0.73730, -2.89103, -0.52989], [0.96957, -1.85737, -1.36905], [0.94451, -4.04427, -1.29093], [1.83816, -2.96279, 0.60334], [2.85324, -3.81184, 0.31981], [1.24314, -3.45794, 1.73510], [2.33920, -1.51485, 1.02675], [1.23883, -0.77130, 1.14786], [2.83874, -1.67383, 2.30042], [3.50653, -0.95443, 0.15030], [4.65999, -1.27892, 0.80258], [3.64653, -1.56581, -1.03842], [3.55302, 0.91427, -0.15205], [2.11887, 0.94832, -0.78291], [3.05846, 1.27474, 1.31818], [5.09552, 0.98874, 0.39277], [4.16125, 0.65769, -1.64560], [3.67523, 2.49264, -0.45100], [-1.11611, 0.25332, -0.82263], [-0.68764, 0.99788, 0.09935], [-0.67225, 0.36693, -1.99416], [-1.58767, -3.40144, 3.79764], [-1.92958, 0.54046, 2.01517], [-3.56736, 0.18816, 2.59890], [-6.04994, -0.10320, 0.53778], [-7.83620, -1.70744, 0.93410], [-5.23522, -4.89867, 1.57949], [-3.33830, -3.42742, 1.21050], [-3.26607, 1.73775, -1.61361], [-5.23131, 1.13656, -3.00710], [-6.00566, 0.05310, -1.78043], [-7.37681, 2.98972, -0.31299], [-1.34713, -2.19977, -1.99800], [-2.65459, -2.89952, -1.05887], [-0.74765, -2.31759, 0.94759], [-0.99813, -3.92725, 0.20672], [7.16787, 2.42622, -1.84315], [8.21393, 3.17384, -1.20911], [7.85034, 4.38736, -0.79757], [6.76230, 4.88179, -0.91490], [8.91701, 4.96857, -0.22585], [8.66613, 6.28285, 0.26347], [7.58200, 1.46363, -2.13456], [6.34461, 2.25560, -1.15476], [6.81935, 2.93816, -2.73972], [7.89747, 6.26641, 1.03592], [8.37587, 6.94826, -0.54970], [9.59352, 6.64833, 0.70054]], "atomic_forces_ev_per_a": [[0.25, 1.01, -0.01], [-0.45, -0.91, -0.72], [0.37, -0.58, 1.57], [-0.54, 2.04, -0.03], [-0.96, -1.12, -0.14], [0.96, -1.22, 0.37], [-0.85, 1.27, -0.03], [0.52, -0.15, -0.10], [0.62, 1.11, -0.08], [0.89, -0.30, -0.01], [0.32, -0.11, 0.68], [-0.33, 0.27, 0.10], [-0.83, -0.05, 0.36], [0.37, 0.50, -0.42], [-0.37, -0.35, -0.07], [0.27, -0.94, -0.09], [-0.18, -0.29, 0.19], [-0.91, -0.39, -2.29], [0.28, -0.37, 0.14], [-0.54, 0.35, -0.01], [-0.56, -0.81, -0.41], [0.44, -0.30, 0.58], [-0.12, 0.44, 0.29], [-0.67, 0.46, 0.30], [-0.13, 0.59, -0.07], [0.31, 0.07, -0.57], [-0.68, -1.34, 1.06], [0.70, 0.18, -0.47], [0.05, 0.37, -0.68], [1.55, -0.58, 0.00], [-0.66, 0.16, -0.01], [-1.02, 0.17, 0.48], [0.32, 2.09, -1.55], [0.52, -0.52, 0.90], [-0.06, -0.69, -0.58], [-0.74, -0.01, -0.21], [0.00, 0.16, 0.87], [0.04, -0.70, 0.27], [1.84, 1.66, -0.30], [-0.74, -0.91, 1.05], [-0.80, -1.28, 0.42], [-0.25, 0.53, -0.20], [-0.31, -0.35, -0.69], [0.37, -0.22, -0.39], [0.21, -0.51, 0.05], [0.49, -0.36, -0.03], [-0.33, 0.49, -0.18], [-0.54, 0.27, -0.10], [0.55, -0.04, 0.03], [-0.03, -0.04, 0.51], [0.06, 0.53, -0.14], [0.38, -0.01, -0.21], [-0.22, 0.36, 0.58], [0.51, 0.29, 0.26], [0.18, -0.39, -0.36], [0.42, 0.40, 0.09], [-0.29, -0.25, -0.19], [0.15, 0.11, 0.04], [-0.03, -0.24, -0.06], [0.11, 0.09, 0.01], [0.07, -0.02, 0.00], [0.02, 0.23, 0.13], [0.21, 0.11, 0.14], [-0.01, 0.16, -0.07], [-0.07, 0.09, 0.13], [-0.08, 0.02, -0.14], [-0.14, -0.06, 0.06], [0.06, -0.21, -0.07]], "mulliken_charge": [-0.2090, -0.5095, -0.9671, 1.5721, -0.0587, -0.9762, -0.4176, -0.7349, -0.6447, 0.0355, -0.8753, 1.5169, -0.6807, 0.6215, -0.6031, -0.4798, -1.0220, 2.0167, -2.2978, -0.3747, 0.9236, -0.2285, -0.4413, 0.4115, -0.3523, -0.2928, 0.5947, -0.1604, -0.3582, 0.6079, -0.2887, -0.2718, 1.4415, -0.1616, -0.2999, -0.4127, -0.3671, -0.3338, 0.0580, -0.7901, -0.8102, 0.3921, 0.3207, 0.4860, 0.4976, 0.3304, 0.3335, 0.2488, -0.3364, 0.2985, 0.2345, 0.3109, 0.5417, 0.5617, -0.0319, 0.4530, -0.4358, -0.3346, 0.7895, -0.5260, -0.3349, -0.6306, 0.2518, 0.0977, 0.3098, 0.2971, 0.2865, 0.2092], "homo_energy_ev": -1.52, "orbital_gap_ha": 0.17977, "total_charge": -2}

---

[2]
{"formula": "C22H21Br48F2NO4", "method": "wB97M-V/def2-TZVPD", "species": ["O", "C", "C", "C", "C", "N", "C", "O", "F", "C", "O", "F", "O", "H", "H", "H", "H", "H", "C", "Br", "Br", "Br", "H", "C", "Br", "Br", "Br", "H", "C", "Br", "Br", "Br", "H", "C", "Br", "Br", "Br", "H", "C", "Br", "Br", "Br", "H", "C", "Br", "Br", "Br", "H", "C", "Br", "Br", "Br", "H", "C", "Br", "Br", "Br", "H", "C", "Br", "Br", "Br", "H", "C", "Br", "Br", "Br", "H", "C", "Br", "Br", "Br", "H", "C", "Br", "Br", "Br", "H", "C", "Br", "Br", "Br", "H", "C", "Br", "Br", "Br", "H", "C", "Br", "Br", "Br", "H", "C", "Br", "Br", "Br", "H"], "positions_angstrom": [[3.90812, -4.25188, 5.51419], [3.16317, -3.36991, 4.79857], [3.56561, -2.48340, 3.47949], [2.37758, -1.35316, 3.48149], [1.08117, -1.91424, 4.37664], [0.11978, -2.29915, 3.27418], [-1.32997, -2.10697, 3.66808], [-2.22294, -2.93691, 3.06589], [-1.78208, -1.04999, 4.60580], [0.37097, -3.68688, 2.72720], [0.90283, -3.76691, 1.47595], [0.00858, -4.93804, 3.48411], [1.74514, -3.01544, 5.13862], [4.65798, -2.01111, 3.43142], [3.52241, -3.24189, 2.58034], [2.90852, -0.37500, 3.85231], [2.03891, -1.12363, 2.36023], [0.72179, -1.08066, 5.15073], [0.39180, 0.27971, -0.48423], [-0.66558, 1.90725, -0.35372], [0.41352, -0.70593, 1.19277], [-0.17781, -0.83626, -1.97233], [1.42338, 0.58422, -0.68950], [-3.06591, -0.08497, -5.12552], [-1.59644, 1.15606, -4.83491], [-2.46804, -1.93582, -5.09059], [-4.53186, 0.22563, -3.88503], [-3.45246, 0.10721, -6.13183], [-0.53534, 2.36012, 4.69799], [1.04003, 2.44159, 3.55977], [-2.17664, 2.27324, 3.65736], [-0.42034, 0.91093, 5.99062], [-0.56698, 3.29480, 5.26753], [-3.41617, 3.90079, -6.99508], [-4.50268, 4.01695, -5.38574], [-3.51126, 2.13553, -7.80692], [-3.85314, 5.30671, -8.26658], [-2.37603, 4.05706, -6.69060], [6.14897, -4.66297, 0.69941], [4.85094, -5.04747, -0.69746], [7.13588, -3.02560, 0.33978], [5.32913, -4.64129, 2.46340], [6.87580, -5.48195, 0.69469], [-4.82851, 4.74748, 6.02962], [-4.68972, 2.83740, 6.37065], [-3.27924, 5.71645, 6.69682], [-5.16438, 5.12493, 4.15106], [-5.69742, 5.10981, 6.58886], [10.27318, -1.15065, -1.28989], [9.02111, -0.40721, -2.57970], [12.10375, -1.10068, -1.94626], [10.10581, -0.30294, 0.45299], [10.00907, -2.20525, -1.15917], [-4.88268, -5.04661, 3.45578], [-5.94006, -3.41907, 3.58630], [-4.86095, -6.03224, 5.13279], [-5.45229, -6.16257, 1.96768], [-3.85110, -4.74210, 3.25051], [-0.02532, 8.31420, 5.13728], [-1.08270, 9.94174, 5.26779], [-0.00360, 7.32856, 6.81429], [-0.59493, 7.19824, 3.64918], [1.00626, 8.61871, 4.93201], [14.34077, 2.65108, -2.58330], [13.04274, 2.26659, -3.98017], [15.32768, 4.28845, -2.94293], [13.52093, 2.67276, -0.81931], [15.06760, 1.83210, -2.58802], [-3.41550, -2.35500, 7.70616], [-4.25976, -0.82821, 6.84587], [-1.71914, -1.87574, 8.52894], [-4.61131, -3.22731, 8.96845], [-3.19458, -3.08364, 6.91919], [-4.38779, -3.04643, -0.31962], [-4.80161, -1.15437, -0.50083], [-5.22327, -4.10755, -1.71972], [-2.47085, -3.36179, -0.21887], [-4.81677, -3.37785, 0.63177], [-6.74354, -1.55177, -6.75058], [-5.16818, -1.47029, -7.88880], [-8.38484, -1.63865, -7.79121], [-6.62854, -3.00096, -5.45795], [-6.77518, -0.61708, -6.18104], [7.92444, 3.38718, 1.28358], [7.27037, 5.09832, 1.93789], [6.66950, 2.55559, 0.05156], [9.70347, 3.53947, 0.51149], [8.00802, 2.72400, 2.15090], [-7.42027, 6.93410, -10.27125], [-7.71631, 5.33295, -9.20700], [-5.53548, 7.19699, -10.67470], [-8.51342, 6.94619, -11.88033], [-7.73872, 7.78639, -9.66198], [-5.05662, -5.78704, -8.27231], [-5.43700, -4.89091, -9.95642], [-3.84195, -4.75210, -7.15976], [-6.68555, -6.25971, -7.31972], [-4.54596, -6.72426, -8.51704]], "atomic_forces_ev_per_a": [[-5.76, 6.12, -4.93], [2.97, -2.52, 2.52], [-1.26, -0.14, 0.45], [1.43, 0.49, -0.92], [5.23, 1.51, -0.54], [-2.96, -1.93, 4.25], [-5.20, -4.87, -3.20], [5.95, 6.25, 4.59], [2.08, -3.94, -3.61], [2.10, -1.97, -7.20], [-3.86, 0.03, 9.84], [1.17, 4.80, -2.32], [1.05, -0.56, -0.76], [-2.52, -1.19, 0.65], [-0.52, 1.93, 1.87], [-1.54, -1.76, -0.26], [1.33, -0.75, 3.20], [0.23, -2.29, -2.08], [0.18, 0.14, -0.20], [0.19, -0.40, -0.02], [-1.16, 1.10, -2.04], [0.14, 0.27, 0.46], [-0.47, -0.12, 0.08], [-0.06, 0.04, -0.17], [-0.36, -0.31, 0.00], [-0.08, 0.45, 0.16], [0.41, -0.12, -0.41], [0.18, -0.12, 0.51], [-0.08, 0.27, -0.01], [-0.36, -0.05, 0.27], [0.56, -0.06, 0.18], [0.10, 1.00, 0.23], [0.01, -0.41, -0.22], [0.31, 0.16, 0.14], [0.23, -0.05, -0.47], [-0.19, 0.55, -0.07], [0.05, -0.49, 0.37], [-0.46, -0.13, -0.10], [0.15, -0.35, -0.03], [0.29, 0.17, 0.39], [-0.26, -0.25, 0.12], [1.08, -0.86, -0.70], [-0.33, 0.39, -0.02], [-0.22, 0.06, 0.13], [-0.02, 0.48, 0.02], [-0.32, -0.29, -0.28], [0.15, -0.11, 0.45], [0.40, -0.17, -0.27], [-0.04, -0.23, -0.02], [0.34, -0.13, 0.36], [-0.49, 0.02, 0.18], [0.05, -0.21, -0.44], [0.11, 0.47, -0.05], [0.26, 0.05, -0.05], [0.25, -0.42, -0.05], [-0.04, 0.28, -0.38], [0.10, 0.32, 0.36], [-0.44, -0.09, 0.09], [0.18, 0.10, -0.12], [0.23, -0.48, -0.01], [-0.01, 0.23, -0.37], [0.08, 0.23, 0.42], [-0.48, -0.15, 0.11], [0.13, -0.17, -0.04], [0.30, 0.15, 0.37], [-0.30, -0.39, 0.10], [0.15, 0.02, -0.43], [-0.34, 0.38, 0.01], [-0.03, -0.16, -0.18], [0.17, -0.36, 0.25], [-0.38, -0.07, -0.19], [0.34, 0.28, -0.33], [-0.12, 0.31, 0.33], [-0.04, -0.10, 0.22], [0.16, -0.50, 0.14], [0.24, 0.29, 0.29], [-0.52, 0.07, -0.13], [0.15, 0.14, -0.40], [-0.08, 0.18, 0.25], [-0.44, 0.09, 0.16], [0.46, -0.04, 0.22], [-0.07, 0.51, -0.31], [0.05, -0.41, -0.25], [0.08, -0.14, 0.18], [0.15, -0.41, -0.21], [0.33, 0.22, 0.26], [-0.48, 0.04, 0.13], [-0.05, 0.31, -0.40], [-0.14, 0.12, 0.19], [0.09, 0.39, -0.33], [-0.47, -0.02, -0.03], [0.33, -0.04, 0.40], [0.16, -0.39, -0.29], [0.15, -0.22, -0.02], [0.05, -0.18, 0.44], [-0.21, -0.40, -0.29], [0.38, 0.09, -0.29], [-0.26, 0.44, 0.11]], "mulliken_charge": [-0.5826, 0.5677, -0.4833, -0.0676, 1.0897, 0.4059, 0.3570, -0.3614, 0.0090, 0.2541, -0.4116, -0.2536, -0.3515, 0.4790, 0.0930, 0.3119, -0.2827, -0.7205, -0.4463, -0.0623, 0.2855, -0.0639, 0.4058, 0.2624, -0.0010, 0.0457, 0.0501, -0.3160, -0.3223, -0.0601, 0.0146, -0.0745, 0.3698, -0.3318, -0.0219, 0.0157, -0.0025, 0.3542, -0.3933, -0.0073, 0.0897, 0.0234, 0.3462, -0.3875, 0.0091, 0.0175, -0.0256, 0.3588, -0.2571, -0.0038, -0.0368, -0.0096, 0.2803, 0.1709, -0.0297, -0.0713, -0.0355, -0.0493, -0.3252, -0.0116, -0.0540, 0.0127, 0.3595, -0.3171, -0.0131, -0.0401, 0.0126, 0.3471, -0.1959, 0.0206, -0.0444, -0.0529, 0.2283, 0.2177, -0.0291, 0.0053, 0.0359, -0.2574, -0.2315, -0.0324, -0.0448, 0.0531, 0.2818, -0.3350, -0.0430, 0.0257, 0.0130, 0.3411, -0.3066, -0.0051, -0.0576, -0.0299, 0.3726, -0.3491, -0.0271, -0.0001, -0.0241, 0.3569], "homo_energy_ev": -10.02, "orbital_gap_ha": 0.31748, "total_charge": 0}